DFT (ωB97M-V with the def2-TZVPD basis set) results for C39H59IInN9O2S2SbSi3 as an isolated structure in a non-equilibrium geometry.

```
117
Properties=species:S:1:pos:R:3:forces:R:3:mulliken_charge:R:1
H 4.25200 -4.31789 -3.16363 0.044 -0.014 -0.024 0.3252
N -4.36447 2.90403 -0.69588 0.612 0.232 -0.431 0.2382
O -4.34682 -1.68542 -0.81813 -0.160 0.089 -0.023 -0.6860
H -3.42728 3.03806 -1.12016 -0.259 0.079 0.453 0.0201
H 3.33140 4.95866 0.91899 -0.027 -0.009 0.007 0.4620
H -7.30985 2.58657 0.45190 -0.022 0.011 -0.023 0.2803
I -4.31576 1.31044 2.87817 0.092 0.075 0.017 0.0555
C 4.91016 -3.85743 -0.01617 -0.127 0.109 -0.132 -1.3226
S -1.81769 -1.89469 1.40075 0.079 0.183 0.154 0.2211
H 3.18076 0.55615 5.69408 -0.112 0.028 0.008 0.3871
H -5.42447 3.35362 -4.77061 0.033 0.054 0.016 0.4273
C 2.02634 -4.88290 -1.31423 0.110 0.245 -0.112 -1.2234
H -4.83756 -4.47389 3.34960 0.025 0.023 -0.011 0.2928
In -1.08282 0.72965 -0.49048 -0.275 -0.045 -0.469 1.1660
H -5.36042 0.98541 -5.62068 0.018 -0.011 -0.031 0.4178
H -0.99854 5.91243 1.29974 0.055 -0.032 0.011 0.4937
N -2.65084 2.27997 -3.21880 -0.076 -0.081 -0.013 0.4932
H 3.49264 -0.80119 4.60851 0.023 -0.007 0.014 0.2787
N -2.19800 2.78385 1.45957 -0.067 -0.072 0.031 0.4776
H 2.20339 2.74516 -3.85387 -0.051 -0.006 -0.009 0.5464
H -4.06146 4.26370 3.81888 0.007 -0.032 0.015 0.4744
C 2.90526 1.58453 1.15449 0.158 0.563 -0.426 0.4217
H 5.25792 -1.83056 1.17912 -0.018 0.090 0.100 0.3946
N -3.96510 0.59820 -0.83044 0.444 0.560 -0.025 1.0352
H 1.05938 -2.05775 -4.03900 -0.031 0.007 -0.024 0.2146
C -0.24647 -2.95928 -1.32911 0.376 0.161 -0.018 -0.4075
C -3.31261 4.16941 3.04634 -0.027 0.103 0.030 -0.5386
H 4.56539 -1.74498 2.80323 -0.017 -0.089 -0.032 0.3864
C 2.61868 -0.60319 -2.00429 0.040 0.671 -0.452 -1.5368
H -2.88510 -5.41005 4.32059 -0.025 0.020 0.039 0.3102
H 1.18131 -5.54627 -1.50708 -0.056 0.020 -0.021 0.4332
H -0.73245 3.62245 0.30097 0.006 0.078 0.006 0.4623
H 6.90830 -1.59855 -1.11448 -0.008 -0.118 0.027 0.5411
C 4.54346 -1.30788 1.80475 -0.157 -0.077 0.064 -1.3373
H -3.61822 4.08981 -3.22395 0.102 0.000 0.079 0.4019
Sb 2.48884 -1.49126 1.05105 0.061 -0.094 0.109 0.1589
C 2.32767 1.78363 -3.37635 0.129 0.031 -0.120 -1.1611
C -2.87256 -4.32107 4.29130 0.024 0.036 0.096 -0.5555
H 3.83371 1.04659 -4.72229 0.019 -0.018 -0.001 0.4186
C -1.59852 5.08263 1.64648 0.017 0.005 -0.001 -1.0759
H -6.67283 -0.47965 0.23223 0.050 -0.037 -0.002 0.3313
Si 1.76950 0.74875 3.63980 -0.276 0.037 1.217 0.4918
C 2.72486 2.96610 1.41178 -0.139 -0.306 0.080 -0.5638
C -2.53352 5.24770 2.65800 0.011 -0.038 0.011 -0.3952
C -1.45632 3.82414 1.08642 0.026 0.045 0.012 -0.1090
C 3.46993 3.90137 0.72778 0.158 0.079 -0.132 -0.8803
H 5.87825 -3.71208 0.46603 0.018 0.018 -0.026 0.4932
H 0.24095 -0.09940 5.39397 0.104 0.056 -0.016 0.4513
H -3.43240 -0.45093 -4.95726 -0.016 -0.007 -0.026 0.4649
H -0.54755 -0.18838 3.81356 -0.150 -0.027 -0.083 0.1411
C -3.10330 2.96460 2.39134 -0.023 -0.055 -0.011 -0.2688
C 1.33357 2.48478 4.30075 0.109 -0.064 -0.424 -1.2959
C -4.63608 2.67364 -4.48301 0.020 -0.091 -0.009 -0.9064
N -2.01318 -3.82985 3.22665 -0.250 -0.134 0.118 -0.0864
H -8.12482 1.69034 -0.84066 -0.010 0.039 -0.024 0.3768
H 2.19755 3.15197 4.32253 0.000 -0.006 -0.007 0.3826
H 2.89129 -5.28747 -1.84055 0.005 -0.016 0.045 0.3270
H 5.25447 1.72579 -1.12688 0.001 0.002 -0.008 0.3088
H 5.96274 -4.03590 -2.85403 0.039 0.031 0.115 0.4138
H 0.79327 2.11643 -1.92556 -0.008 -0.026 -0.108 -0.0815
H -1.01641 -3.95382 3.21740 0.007 0.079 -0.063 0.2343
H 5.05662 -2.91810 -3.86234 0.007 -0.011 -0.019 0.3922
C -4.23369 -3.73446 3.88505 -0.098 -0.033 -0.063 -0.5324
N 1.66580 0.27762 -1.63699 0.518 -0.458 0.281 1.2337
C 3.23650 0.84672 -3.84102 -0.038 0.082 0.027 -1.1879
H -7.11288 3.07228 -1.25106 -0.037 -0.009 -0.005 0.3502
C 2.14672 0.56607 1.81399 0.406 -0.436 -0.237 0.0797
H 0.96864 2.38594 5.32465 0.027 -0.139 0.011 0.4195
C -2.57184 -2.79105 2.55487 0.235 0.054 -0.014 -0.9692
C -4.58544 1.35986 -4.96513 0.067 0.008 0.052 -0.3342
C 4.40754 3.47459 -0.20431 -0.098 0.093 0.156 -1.0854
C -4.78924 1.63952 -0.76075 -0.206 -0.903 0.065 -1.1824
H -0.51673 -1.94370 -1.05270 -0.062 0.069 -0.009 -0.5933
C -7.21209 2.21957 -0.57534 0.096 0.063 0.109 -1.1225
C -2.51649 1.01474 -3.73035 0.078 0.076 -0.203 0.0499
H 1.98722 3.27320 2.13826 0.024 0.046 -0.106 0.4067
H -2.55976 -3.94545 5.27089 0.021 0.005 -0.035 0.2802
H -5.04301 3.63681 -0.81601 0.066 0.003 -0.053 0.2285
N -3.83906 -2.63606 3.01406 -0.136 -0.121 0.238 0.0265
H -4.80388 -3.36812 4.73796 0.020 -0.077 0.027 0.3216
H 2.23775 -4.91749 -0.24366 -0.043 -0.019 0.028 0.2842
O -1.81356 2.72953 -2.28942 -0.429 0.024 0.254 -0.7485
C 4.53847 2.10608 -0.40432 0.001 -0.024 -0.048 -0.2029
H 5.02168 4.17648 -0.75050 -0.008 -0.015 -0.043 0.4570
H 4.90338 -4.86394 -0.43519 -0.056 -0.001 -0.062 0.4236
N 3.82456 1.19597 0.23155 -0.235 -0.017 -0.072 0.5487
C -4.72947 -0.54042 -0.78820 -0.206 -0.128 -0.010 -0.2770
C 2.84805 -1.85383 -1.21491 -0.358 0.348 0.531 1.8798
C 0.39390 -0.33689 4.33862 0.156 -0.075 -0.459 -0.8718
H 0.54640 2.97040 3.72272 -0.110 0.052 -0.029 0.2678
H 4.20947 0.77512 4.27631 0.030 -0.001 0.007 0.3272
C -3.53130 0.56396 -4.60311 -0.166 0.129 0.026 -0.8074
H -6.77647 -0.50063 -1.54754 0.017 -0.048 0.030 0.3551
H -0.49308 -3.60763 -0.49094 0.051 0.053 0.093 0.4408
N -6.10066 1.31628 -0.72267 -0.106 0.171 0.016 0.4550
C 5.91914 -1.19339 -1.33673 -0.264 -0.032 0.106 -1.0707
H 2.52602 -3.02998 -4.19287 0.001 0.010 -0.013 0.2972
C 4.99458 -3.54344 -2.96982 -0.299 0.241 0.036 -1.3981
C 3.37585 -0.34452 -3.15907 -0.045 -0.083 0.105 -0.7154
C -6.21357 -0.12000 -0.69244 0.114 -0.081 -0.050 -0.3330
H 5.98219 -0.68661 -2.30062 0.007 -0.020 -0.009 0.3798
Si 1.55165 -3.12556 -1.85509 -0.187 -0.505 -0.221 0.3963
S -1.15673 0.08757 -3.37677 0.160 -0.370 0.459 -0.2801
H 5.67939 -0.44282 -0.58327 -0.001 -0.016 0.007 0.1160
H 0.65177 -1.39485 4.26295 -0.046 -0.061 -0.038 0.2702
H -4.50761 -2.13335 2.45745 0.110 0.007 -0.156 0.1723
H 4.07204 -1.08887 -3.51742 0.000 0.053 -0.026 0.2853
C 3.31318 0.27447 4.64801 -0.058 0.004 -0.456 -1.2247
C 1.53153 -2.99780 -3.74536 0.197 0.038 0.257 -1.0843
C 1.55242 1.42863 -2.29342 -0.020 0.000 0.209 0.0425
Si 4.60701 -2.56302 -1.38173 0.480 -0.286 -0.060 0.8683
H 4.81719 -0.26017 1.86845 -0.025 -0.010 -0.028 0.3802
H 4.14596 -3.81603 0.76139 0.067 -0.125 0.055 0.2462
H -2.65180 6.20641 3.14579 -0.046 0.018 -0.019 0.4103
H -0.88513 -3.23652 -2.16956 0.026 0.013 -0.074 0.3143
H 0.94381 -3.81084 -4.17598 -0.047 -0.047 0.078 0.4517
C -3.65255 3.08887 -3.62558 -0.183 0.142 -0.178 -0.0580
```
Positions in Å, forces in eV/Å.

Results
E_HOMO (spin up / spin down) = -6.5 / -6.5 eV
Kohn-Sham gap (spin up / spin down) = 6.63 / 5.78 eV
relative energy (zero: lowest compared OMol25 entry of this formula, charge and spin) = 13.5 kcal/mol
multiplicity = 2